No. 1
Here is 9 unconnected molecules or ions with the total composition BH20O8 in a non-equilibrium geometry from the Open Molecules 2025 dataset. Energies are from ωB97M-V/def2-TZVPD.

Computed properties:
Max |F| ... 7.8 eV/A
HOMO level ... -6.7 eV
Net charge ... -1
HOMO-LUMO gap ... 9.526 eV
Energy relative to the best compared isomer or geometry (same formula, charge and spin) ... 47.1 kcal per mole
E_LUMO ... 2.82 eV

Atoms and positions in Å:
B 20.13000 25.14700 32.79200
H 18.95900 25.19600 32.68000
H 20.67800 24.01200 32.71400
H 20.81100 25.72200 31.91700
H 20.25300 25.74600 33.92800
O 20.93500 23.88300 36.46000
H 21.65300 24.55200 36.21700
H 20.41900 24.04600 35.71200
O 23.49900 23.04300 30.71000
H 22.96600 22.41800 31.31800
H 23.16300 23.96700 31.17000
O 18.54900 22.38200 34.30400
H 19.15000 23.03800 33.89500
H 18.91200 21.59100 34.04000
O 18.89300 28.40000 32.81800
H 19.30500 28.83700 33.55200
H 19.27100 27.52900 33.05800
O 19.59400 23.61800 29.13700
H 19.43600 22.98100 29.78300
H 19.90900 24.28400 29.83900
O 17.28200 26.05900 30.04800
H 17.78100 26.49100 29.33300
H 17.80900 25.38100 30.12800
O 23.49100 25.51100 32.10900
H 22.52700 25.83400 32.13600
H 23.57700 25.91200 31.31300
O 16.42100 27.43500 32.22800
H 16.71900 26.87100 31.53400
H 17.28400 27.65200 32.62000

No. 2
Here is 2 unconnected molecules or ions with the total composition C3H11N2 in a non-equilibrium geometry from the Open Molecules 2025 dataset. Energies are from ωB97M-V/def2-TZVPD.

Computed properties:
Max |F| ... 3.9 eV/A
HOMO level (spin up / spin down) ... -21.7 / -21.7 eV
Net charge ... +2
HOMO-LUMO gap (spin up / spin down) ... 11.449 / 6.735 eV
Energy relative to the best compared isomer or geometry (same formula, charge and spin) ... 76.8 kcal per mole
Expectation value of S² ... 0.76
Spin multiplicity ... 2
E_LUMO (spin up / spin down) ... -10.25 / -14.97 eV

Atoms and positions in Å:
C 1.81344 -1.96549 0.15040
N 1.34123 -0.97618 0.77291
H 2.34722 -2.71065 0.77403
H 1.96110 -2.02122 -0.93347
H 0.08630 0.05782 0.26630
H 1.38247 -1.06182 1.80889
C -0.91936 0.59377 -1.51353
N -0.41080 0.89412 -0.18280
C -1.53644 1.24065 0.85314
H -1.63216 -0.24114 -1.56011
H -1.28427 1.34579 -2.21376
H -0.09968 0.09902 -2.04451
H 0.21872 1.69628 -0.18689
H -2.32542 0.53346 0.60274
H -1.92206 2.18982 0.48939
H -1.12055 1.18925 1.85003

No. 3
Here is a gas-phase ion, C3H2IN2 (charge +1) in a non-equilibrium geometry from the Open Molecules 2025 dataset. Energies are from ωB97M-V/def2-TZVPD.

Computed properties:
Max |F| ... 3.6 eV/A
HOMO level ... -14.9 eV
Net charge ... +1
HOMO-LUMO gap ... 7.802 eV
Energy relative to the best compared isomer or geometry (same formula, charge and spin) ... 31.6 kcal per mole
E_LUMO ... -7.09 eV

Atoms and positions in Å:
C -0.40861 -1.38574 0.04129
C -0.62910 0.39484 0.62686
C 0.38807 0.16484 -0.47507
N -1.14049 -0.77559 0.91549
N 0.38561 -1.24270 -0.86564
I 2.40604 0.73435 0.03473
H -0.91237 1.43972 1.06061
H -0.08915 0.67028 -1.33827

No. 4
Here is a molecular structure, C34H35BrInN5O5SSb from the Open Molecules 2025 dataset. Energies are from ωB97M-V/def2-TZVPD.

Computed properties:
Max |F| ... 0.7 eV/A
HOMO level ... -11.7 eV
Net charge ... +1
HOMO-LUMO gap ... 9.371 eV
E_LUMO ... -2.30 eV

Atoms and positions in Å:
In -1.10345 0.71551 -0.19971
N -1.38626 2.10054 1.62891
C -0.95022 3.48632 1.43880
C 0.34705 3.51122 0.62748
N 0.22904 2.73396 -0.60589
C -0.24551 3.43638 -1.79868
C -1.77587 3.51883 -1.84420
N -2.32875 2.18098 -1.62058
H -2.37593 2.07557 1.99900
H -0.80340 1.65419 2.33337
H -0.76958 3.98827 2.39183
H -1.74237 4.02701 0.92457
H 1.12342 3.03982 1.23350
H 0.63811 4.54870 0.43302
H 1.13294 2.31870 -0.81099
H 0.07262 2.84897 -2.66182
H 0.18307 4.44020 -1.87711
H -2.07162 3.93292 -2.81003
H -2.14772 4.18814 -1.07195
H -2.36366 1.64271 -2.48126
H -3.27155 2.19026 -1.24891
O -1.74038 -3.83984 4.15123
C -1.62510 -2.84865 3.25960
C -2.70517 -2.38411 2.50612
C -2.48477 -1.37965 1.58805
N -1.27747 -0.86064 1.40810
C -0.24166 -1.27328 2.13436
C -0.36793 -2.26164 3.08228
C 1.08144 -0.62679 1.77248
O 2.08637 -0.89967 2.40609
O 1.02302 0.15970 0.74317
C -3.59269 -0.76897 0.73719
O -4.74629 -1.05335 1.00135
O -3.18606 0.04034 -0.18089
H -2.64559 -4.16718 4.19072
H -3.70339 -2.79012 2.61570
H 0.48668 -2.58203 3.66114
S -0.00958 -0.17873 -2.26719
Sb 2.09469 -0.98509 -1.57575
C 1.89214 -2.83245 -0.53279
C 2.86948 -3.31313 0.32662
C 2.63822 -4.50189 1.00309
C 1.45616 -5.20293 0.81177
C 0.49572 -4.72177 -0.06799
C 0.70799 -3.52757 -0.74066
C 3.49170 0.53259 -1.00618
C 3.99066 0.63028 0.28470
C 4.88830 1.64869 0.57692
C 5.28057 2.54652 -0.40680
C 4.78677 2.42485 -1.69841
C 3.88650 1.41466 -2.00509
C 2.74662 -1.60169 -3.50990
C 2.31703 -0.91193 -4.63873
C 2.69795 -1.34655 -5.89949
C 3.50336 -2.46868 -6.03270
C 3.93157 -3.15659 -4.90657
C 3.55622 -2.72337 -3.64336
H 3.78922 -2.76843 0.49160
H 3.38313 -4.87705 1.69246
H 1.27985 -6.12723 1.34597
H -0.42144 -5.27161 -0.23537
H -0.04462 -3.14077 -1.41951
H 3.67780 -0.06069 1.05725
H 5.28710 1.73424 1.57935
H 5.98295 3.33459 -0.16979
H 5.11135 3.10684 -2.47334
H 3.50619 1.31138 -3.01564
H 1.66541 -0.05322 -4.53453
H 2.35832 -0.81301 -6.77750
H 3.79396 -2.81097 -7.01700
H 4.55288 -4.03580 -5.01443
H 3.88891 -3.26746 -2.76608
Br -8.38660 0.82544 3.94882
C -6.63751 1.28138 3.41072
C -5.59218 1.19296 4.31680
C -4.32660 1.52840 3.87439
N -4.07277 1.94909 2.63485
C -5.09347 2.03321 1.78468
C -6.39314 1.69870 2.11494
H -5.76269 0.87440 5.33469
H -3.47491 1.46907 4.54341
H -4.85971 2.37308 0.78318
H -7.18488 1.74495 1.38255

No. 5
Here is 2 unconnected molecules or ions with the total composition C4H7NO2 in a non-equilibrium geometry from the Open Molecules 2025 dataset. Energies are from ωB97M-V/def2-TZVPD.

Computed properties:
Max |F| ... 3.2 eV/A
HOMO level ... -9.1 eV
HOMO-LUMO gap ... 9.651 eV
Energy relative to the best compared isomer or geometry (same formula, charge and spin) ... 61.6 kcal per mole
E_LUMO ... 0.54 eV

Atoms and positions in Å:
H 1.92974 -1.46191 -0.60181
N 2.38314 -1.27890 0.26915
C 2.38593 -0.04565 0.50453
O 1.88568 0.93684 -0.28262
H 2.88778 0.28889 1.38570
H 1.33208 0.62207 -1.00806
C -2.25471 0.71134 -0.50538
C -0.95451 0.13124 0.09768
C -0.84589 -1.07978 0.56236
O -0.69186 -2.09712 1.12373
H -2.76205 1.48760 0.15777
H -3.04683 -0.13576 -0.54556
H -2.12229 1.20452 -1.43194
H -0.12620 0.71663 0.27443

No. 6
Here is a molecular structure, C25H30BFeN2O in a non-equilibrium geometry from the Open Molecules 2025 dataset. Energies are from ωB97M-V/def2-TZVPD.

Computed properties:
Max |F| ... 2.5 eV/A
HOMO level (spin up / spin down) ... -0.6 / -4.5 eV
Net charge ... -1
HOMO-LUMO gap (spin up / spin down) ... 2.935 / 6.047 eV
Expectation value of S² ... 6.10
Spin multiplicity ... 5
E_LUMO (spin up / spin down) ... 2.29 / 1.53 eV

Atoms and positions in Å:
C -6.83046 2.78408 1.19939
N -6.49490 2.02668 -0.00468
C -7.14399 2.44044 -1.24750
C -5.56479 0.92941 0.03237
C -6.00346 -0.37538 0.26072
C -5.10087 -1.40488 0.29322
N -3.78484 -1.16875 0.10782
B -2.83740 -2.33712 0.14659
H -1.72444 -2.00463 -0.04406
C -3.32894 0.08311 -0.10922
C -4.19807 1.14000 -0.15240
H -6.28845 2.38314 2.05345
H -6.55714 3.83024 1.07417
H -7.89783 2.71532 1.40184
H -6.81623 1.80551 -2.06807
H -8.22526 2.35652 -1.15363
H -6.88526 3.47157 -1.48154
H -7.05318 -0.55215 0.41053
H -5.41633 -2.41830 0.46709
H -2.88019 -2.87016 1.19607
H -3.12345 -3.12643 -0.67982
H -2.27248 0.22702 -0.23820
H -3.84589 2.14036 -0.32755
C 6.16743 -5.56824 -1.45260
O 5.21934 -4.97391 -2.30861
C 4.74663 -3.75609 -1.88136
C 3.87367 -3.05547 -2.74072
C 3.41887 -1.80839 -2.43059
C 3.79202 -1.17863 -1.22055
C 3.49135 0.19111 -0.97979
C 3.61099 0.84983 0.26834
C 3.91375 2.29787 0.48844
C 3.92302 2.54768 1.87431
C 3.61066 1.29139 2.58274
C 3.43218 0.26851 1.63485
Fe 2.05313 1.80467 1.25253
C 0.20354 1.25433 0.38922
C 0.75062 2.39742 -0.31295
C 0.93032 3.47001 0.64491
C 0.49146 2.99068 1.94220
C 0.03883 1.62044 1.78282
C 4.61073 -1.91025 -0.32966
C 5.07921 -3.14815 -0.65239
H 6.50726 -6.50115 -1.90560
H 7.02563 -4.90529 -1.32588
H 5.70798 -5.78584 -0.48736
H 3.59443 -3.53161 -3.66316
H 2.77215 -1.28404 -3.11328
H 3.23127 0.79573 -1.83163
H 4.14023 3.02099 -0.29642
H 4.15617 3.50090 2.35448
H 3.54759 1.16881 3.66660
H 3.18479 -0.76805 1.86428
H -0.04650 0.29151 -0.05950
H 0.95596 2.45236 -1.38337
H 1.33655 4.45928 0.42799
H 0.52147 3.55412 2.87607
H -0.37055 0.98365 2.56883
H 4.92526 -1.44702 0.58875
H 5.72641 -3.66474 0.03149